a | {
  "formula": "C15H21N3O2S",
  "method": "ωB97M-V with the def2-TZVPD basis set",
  "gap_ev": 8.50,
  "symbols": ["C", "C", "C", "O", "C", "C", "O", "C", "C", "C", "N", "N", "C", "S", "N", "C", "C", "C", "C", "C", "C", "H", "H", "H", "H", "H", "H", "H", "H", "H", "H", "H", "H", "H", "H", "H", "H", "H", "H", "H", "H", "H"],
  "coordinates": [[1.71893, 1.57578, 1.70928], [2.40375, 0.70830, 0.65806], [3.91938, 0.91364, 0.69192], [2.04976, -0.63892, 0.95795], [2.21591, -1.57693, -0.07704], [1.04775, -1.59560, -1.08833], [1.48588, -2.06303, -2.34505], [-0.14838, -2.41933, -0.59413], [-0.75375, -1.88530, 0.72080], [-2.19971, -1.58298, 0.59197], [-3.15951, -2.39116, 0.90651], [-4.30758, -1.71913, 0.65170], [-4.07285, -0.46622, 0.18290], [-5.16726, 0.67809, -0.23241], [-2.69605, -0.38579, 0.13389], [-1.97452, 0.75830, -0.28196], [-1.89490, 1.85655, 0.56241], [-1.19958, 2.98044, 0.15309], [-0.58724, 3.00587, -1.08866], [-0.68475, 1.91349, -1.93405], [-1.38469, 0.78744, -1.53760], [1.94325, 2.62366, 1.53395], [2.07100, 1.29287, 2.69743], [0.64195, 1.43635, 1.67029], [2.02370, 0.97829, -0.33954], [4.15151, 1.95957, 0.51308], [4.30675, 0.62376, 1.66542], [4.41501, 0.31828, -0.07103], [2.29908, -2.54923, 0.41932], [3.14189, -1.39142, -0.63650], [0.73111, -0.56315, -1.27033], [1.74517, -2.98813, -2.26127], [0.17289, -3.45436, -0.45684], [-0.90347, -2.42189, -1.38358], [-0.64550, -2.62905, 1.50873], [-0.22150, -0.98413, 1.02671], [-5.20792, -2.13210, 0.82586], [-2.38353, 1.82682, 1.52473], [-1.13774, 3.83719, 0.80661], [-0.04319, 3.88355, -1.40339], [-0.22202, 1.93684, -2.90920], [-1.48902, -0.05722, -2.20170]],
  "nbo_charge": [-0.617, 0.103, -0.634, -0.551, -0.090, 0.074, -0.711, -0.416, -0.469, 0.381, -0.275, -0.388, 0.214, -0.249, -0.445, 0.214, -0.216, -0.202, -0.204, -0.199, -0.239, 0.210, 0.212, 0.216, 0.166, 0.213, 0.212, 0.208, 0.182, 0.181, 0.186, 0.463, 0.205, 0.217, 0.246, 0.252, 0.427, 0.232, 0.221, 0.219, 0.222, 0.229]
}

***

b | {
  "formula": "C15H21N3O2S",
  "method": "ωB97M-V with the def2-TZVPD basis set",
  "gap_ev": 9.15,
  "symbols": ["C", "C", "C", "N", "C", "S", "N", "N", "C", "O", "C", "C", "C", "C", "O", "C", "C", "C", "C", "C", "C", "H", "H", "H", "H", "H", "H", "H", "H", "H", "H", "H", "H", "H", "H", "H", "H", "H", "H", "H", "H", "H"],
  "coordinates": [[2.80149, -5.07931, 5.25145], [2.20162, -4.54623, 4.20477], [1.33769, -5.32349, 3.24930], [-0.01022, -4.79443, 3.17414], [-0.39487, -3.69250, 2.50035], [-1.95407, -3.12733, 2.62720], [0.47512, -3.12480, 1.63740], [0.12596, -1.93929, 0.99973], [1.12350, -1.04658, 0.75629], [2.28523, -1.37102, 0.96802], [0.72129, 0.24867, 0.17526], [-0.58582, 0.72615, 0.15939], [-0.88510, 1.95401, -0.39973], [0.12193, 2.74035, -0.95752], [-0.04589, 3.95989, -1.51909], [-1.34548, 4.48389, -1.71171], [-2.08379, 3.82355, -2.87807], [-1.35569, 4.04444, -4.20221], [-2.05647, 3.33642, -5.35431], [1.43907, 2.26856, -0.92777], [1.72991, 1.04835, -0.36840], [3.41080, -4.49346, 5.91741], [2.71858, -6.12974, 5.47895], [2.29593, -3.48872, 3.99714], [1.77472, -5.30726, 2.24473], [1.26786, -6.36426, 3.57202], [-0.68412, -5.13159, 3.84435], [1.48812, -3.17796, 1.73191], [-0.86381, -1.72901, 1.10943], [-1.39448, 0.15843, 0.59453], [-1.90970, 2.29076, -0.38578], [-1.17775, 5.54171, -1.93327], [-1.93269, 4.41421, -0.78790], [-3.08995, 4.24417, -2.93057], [-2.17302, 2.75076, -2.69480], [-0.33349, 3.67208, -4.11041], [-1.30208, 5.11560, -4.40932], [-1.52806, 3.51291, -6.28788], [-3.07620, 3.70016, -5.46278], [-2.09278, 2.26337, -5.17874], [2.21272, 2.88872, -1.35200], [2.74399, 0.67982, -0.34150]],
  "nbo_charge": [-0.372, -0.197, -0.266, -0.579, 0.281, -0.302, -0.442, -0.453, 0.655, -0.649, -0.203, -0.154, -0.273, 0.326, -0.490, -0.061, -0.427, -0.396, -0.600, -0.266, -0.127, 0.206, 0.190, 0.203, 0.209, 0.217, 0.420, 0.430, 0.431, 0.210, 0.214, 0.195, 0.176, 0.208, 0.206, 0.207, 0.194, 0.211, 0.199, 0.203, 0.227, 0.239]
}

***

What should be chosen as the least stable of them? Choose b.

***

a | {
  "formula": "H35O17",
  "method": "ωB97M-V with the def2-TZVPD basis set",
  "charge": 1,
  "gap_ev": 8.95,
  "symbols": ["O", "H", "H", "O", "H", "H", "O", "H", "H", "O", "H", "H", "O", "H", "O", "H", "H", "O", "H", "H", "O", "H", "H", "O", "H", "H", "O", "H", "H", "O", "H", "H", "O", "H", "H", "O", "H", "H", "O", "H", "H", "O", "H", "H", "O", "H", "H", "O", "H", "H", "H", "H"],
  "coordinates": [[-1.64466, -4.54258, -2.19410], [0.60305, 1.37128, -5.36468], [0.87441, 1.45055, -3.73217], [0.94496, 1.95845, -4.59365], [0.20938, -2.75476, -3.15169], [0.79390, -2.32483, -1.62756], [-0.50347, 0.21755, 2.86067], [0.28077, 0.29635, 2.10904], [-0.92605, -0.69086, 2.40589], [-2.17955, 1.81916, 4.40600], [-3.12769, 1.95112, 4.50501], [0.05712, -2.79803, 1.34031], [2.26845, 0.81918, -0.47185], [-1.23586, 3.06349, 1.02395], [1.23546, -0.08965, -3.16222], [2.00979, -0.22413, -3.85130], [-2.47508, -2.54843, 0.07433], [3.18780, -0.40684, 1.61066], [1.09570, -1.98453, 4.94144], [0.23924, 4.27922, -3.49249], [-0.44788, -1.96686, 1.28686], [-1.82817, -4.37837, -3.06098], [1.24739, 4.94415, 0.37209], [0.47106, -3.46457, -2.68198], [1.94413, -1.73468, -0.43961], [0.59855, -4.34223, -2.96440], [-3.15735, -2.96819, -0.42054], [4.11793, -0.54430, 1.49306], [-3.99899, -3.21298, -0.08017], [-1.72752, 2.14852, 1.31195], [1.81718, 2.45498, 2.17146], [2.48955, 0.61940, 0.49023], [-0.40839, 3.61296, -3.42422], [-1.20120, 0.91651, 2.44286], [-0.40799, 3.23842, -4.40463], [0.96409, 2.28766, 1.79478], [-2.01481, -3.79749, -1.81861], [0.77290, 3.10495, 1.40215], [0.63991, 4.79801, 1.11609], [2.96696, -0.62514, 2.61764], [1.76308, -0.13115, -2.54968], [-2.99391, -0.05627, -1.04662], [1.46901, 0.39887, -0.25475], [-3.28283, -0.96732, -1.55159], [1.01502, -1.63058, -0.96314], [1.13301, 5.11472, 1.87251], [-1.66869, 1.98733, 5.13352], [1.39623, -1.95411, 4.09683], [1.91191, -2.72540, 3.92945], [-0.02141, -1.91496, 0.30909], [-1.83462, 1.91637, 0.40472], [-3.43179, 0.01005, -0.21993]],
  "nbo_charge": [-0.926, 0.466, 0.513, -0.999, 0.495, 0.518, -0.832, 0.567, 0.571, -0.969, 0.494, 0.493, -0.961, 0.512, -0.892, 0.472, 0.507, -0.983, 0.478, 0.456, -1.043, 0.448, 0.496, -0.969, 0.513, 0.527, -1.005, 0.499, 0.507, -0.957, 0.470, 0.481, -0.969, 0.586, 0.498, -0.982, 0.471, 0.489, -0.946, 0.513, 0.454, -0.977, 0.452, 0.508, -1.015, 0.487, 0.481, -0.952, 0.477, 0.521, 0.492, 0.465]
}

***

b | {
  "formula": "H35O17",
  "method": "ωB97M-V with the def2-TZVPD basis set",
  "charge": 1,
  "gap_ev": 11.45,
  "symbols": ["O", "H", "H", "O", "H", "H", "O", "H", "H", "O", "H", "H", "O", "H", "O", "H", "H", "O", "H", "H", "O", "H", "H", "O", "H", "H", "O", "H", "H", "O", "H", "H", "O", "H", "H", "O", "H", "H", "O", "H", "H", "O", "H", "H", "O", "H", "H", "O", "H", "H", "H", "H"],
  "coordinates": [[-3.82708, -0.41879, -0.88631], [-3.81575, 0.55899, -0.69285], [-4.67133, -0.60709, -0.45147], [0.26629, 1.97262, -0.56491], [0.67104, 1.30786, -1.13460], [-0.11553, 2.65812, -1.16386], [1.19745, -3.97427, 0.17646], [1.88215, -4.35134, 0.75906], [0.32364, -4.28902, 0.49098], [-1.87303, -1.92313, 0.04117], [-2.69391, -1.53422, -0.38097], [-1.13998, -1.75722, -0.57319], [-0.48143, -1.75821, -2.31961], [0.02107, -2.47876, -1.94443], [2.07150, 1.29883, 3.38521], [1.98107, 2.07962, 2.80337], [2.15170, 1.72577, 4.24536], [-4.25186, 2.22025, -0.57876], [-4.23068, 2.86400, -1.32547], [-3.70402, 2.65455, 0.08458], [-2.29943, 1.35299, -3.16905], [-1.63655, 0.65912, -3.16553], [-3.10524, 0.92968, -3.47914], [2.00495, -0.01255, -1.16575], [1.72111, -0.89591, 0.21928], [2.91251, 0.40570, -1.06941], [4.47583, 0.47311, 1.62953], [4.47516, 0.18979, 2.54347], [3.98918, -0.20277, 1.13023], [-3.07270, 3.84777, -2.55683], [-2.56702, 3.21625, -3.08920], [-3.56120, 4.37216, -3.17639], [-0.94053, -5.48588, 0.78305], [-1.66249, -5.27368, 1.40324], [-1.42973, -5.92502, 0.09032], [2.15933, 3.00923, 1.11252], [2.86395, 3.57592, 0.80117], [1.36521, 3.23859, 0.59805], [0.39226, -0.61812, 3.01244], [-0.36331, -0.10041, 2.31656], [0.82259, 0.14328, 3.48631], [4.28756, 1.38845, -0.79030], [5.19977, 1.09028, -0.78462], [4.11256, 1.75770, 0.09929], [1.78141, -1.45715, 1.03904], [1.33157, -2.32491, 0.86957], [1.09429, -1.02120, 2.34585], [-1.43335, 0.07753, 1.59487], [-1.39356, 0.79008, 0.94699], [-1.76676, -0.70651, 1.05613], [-1.28157, -2.18310, -2.68550], [1.76289, -0.55895, -1.91597]],
  "nbo_charge": [-0.994, 0.518, 0.484, -0.996, 0.506, 0.481, -0.993, 0.492, 0.513, -0.995, 0.514, 0.488, -0.963, 0.491, -0.971, 0.520, 0.482, -0.975, 0.519, 0.479, -0.965, 0.486, 0.489, -1.029, 0.514, 0.541, -0.969, 0.488, 0.485, -0.976, 0.503, 0.479, -0.948, 0.488, 0.487, -0.980, 0.482, 0.505, -0.894, 0.515, 0.530, -0.971, 0.499, 0.514, -1.017, 0.509, 0.532, -0.930, 0.507, 0.522, 0.495, 0.507]
}

***

What should be chosen as the least stable of them? Choose a.

***

a | {
  "formula": "H35O17",
  "method": "ωB97M-V with the def2-TZVPD basis set",
  "charge": 1,
  "gap_ev": 9.33,
  "symbols": ["O", "H", "H", "O", "H", "H", "O", "H", "H", "O", "H", "H", "O", "H", "O", "H", "H", "O", "H", "H", "O", "H", "H", "O", "H", "H", "O", "H", "H", "O", "H", "H", "O", "H", "H", "O", "H", "H", "O", "H", "H", "O", "H", "H", "O", "H", "H", "O", "H", "H", "H", "H"],
  "coordinates": [[-2.34934, -1.86841, -3.32786], [0.32805, 2.68338, 0.72229], [-0.83202, 2.39394, -0.38827], [-0.66782, 2.72088, 0.49386], [-2.81563, -0.63517, 0.70148], [3.20829, -4.61625, 1.46806], [0.78225, 2.68922, 2.30803], [3.18910, -3.82617, 0.30316], [0.09473, 3.23275, 2.65029], [0.14249, -0.42720, 0.21893], [0.51940, -1.36703, 0.31998], [1.67144, 2.03226, -1.39147], [3.81379, 1.27714, 3.31232], [0.61624, -0.14661, -4.04332], [-3.52324, 3.89759, 1.99571], [0.92824, 2.07859, 3.04678], [-0.76493, -3.26497, 2.70760], [-3.90159, -3.19532, -1.58733], [2.07003, -2.40049, -3.39240], [-3.35414, -2.85288, -0.86381], [1.96723, 1.16851, -1.05741], [-3.00988, -2.26083, -2.75395], [-0.04038, 1.11191, -4.73430], [-3.55931, -1.00232, 0.22481], [3.89995, -0.69260, 1.31289], [-3.48085, -0.49624, -0.59150], [0.12104, -3.18642, 2.33841], [-4.62370, -2.56434, -1.68317], [0.20673, -4.00492, 1.89895], [3.55118, -0.15204, 0.59692], [-3.23905, -0.06930, -2.97702], [3.37590, 3.12833, 0.98545], [-3.80620, 0.73151, 2.35174], [3.59364, 1.93541, 3.92037], [-3.10596, 0.75835, 1.72576], [-3.15789, 0.87351, -2.57870], [-1.55095, -2.33113, -3.02015], [-2.49429, 1.43392, -3.08372], [0.06394, 0.60327, -3.88089], [2.78687, 1.06776, -0.40204], [-3.79529, 3.05470, 1.64228], [3.58025, 2.87976, 0.05367], [4.28481, 0.46668, 3.74743], [4.14825, 3.67624, 0.07393], [2.82179, -4.65826, 0.63644], [-2.61243, 3.72316, 2.22672], [0.48914, -0.00057, 0.98677], [1.51084, -2.57737, -2.60636], [2.31401, -2.89744, -2.09065], [1.33141, 0.41103, -0.98270], [3.83048, 0.83672, 0.71436], [-4.55666, 0.62775, 1.75164]],
  "nbo_charge": [-0.981, 0.484, 0.471, -0.981, 0.464, 0.464, -0.959, 0.447, 0.496, -0.954, 0.509, 0.576, -0.984, 0.477, -0.924, 0.491, 0.478, -0.939, 0.468, 0.495, -0.841, 0.480, 0.489, -0.950, 0.516, 0.487, -0.955, 0.478, 0.478, -0.993, 0.511, 0.495, -0.920, 0.486, 0.441, -1.007, 0.474, 0.487, -0.965, 0.591, 0.468, -0.982, 0.500, 0.508, -0.910, 0.454, 0.481, -0.933, 0.466, 0.587, 0.500, 0.482]
}

***

b | {
  "formula": "H35O17",
  "method": "ωB97M-V with the def2-TZVPD basis set",
  "charge": 1,
  "gap_ev": 9.94,
  "symbols": ["O", "H", "H", "O", "H", "H", "O", "H", "H", "O", "H", "H", "O", "H", "O", "H", "H", "O", "H", "H", "O", "H", "H", "O", "H", "H", "O", "H", "H", "O", "H", "H", "O", "H", "H", "O", "H", "H", "O", "H", "H", "O", "H", "H", "O", "H", "H", "O", "H", "H", "H", "H"],
  "coordinates": [[0.01550, 0.72975, -1.35286], [3.79837, -3.34591, -2.07486], [0.71834, 1.12443, -1.89290], [2.50431, -2.71703, 1.52337], [-2.41529, 2.31867, -1.41362], [2.58058, 0.02418, 3.67965], [-3.58091, -0.66915, 0.06683], [-2.95949, -0.67471, -0.66623], [-3.42278, 0.02781, 3.10688], [0.87925, -2.98173, -0.33823], [0.46853, -2.74242, 0.72792], [-3.29282, 4.17059, 2.33469], [-2.51553, 0.08396, 2.75688], [2.16443, 1.49025, -3.52469], [0.32584, 2.94914, 0.14301], [-0.50989, 2.90945, -0.42407], [-0.09318, -2.98634, -3.55268], [-0.35107, -0.54101, 1.41992], [0.84004, 2.13109, 0.17816], [-1.86173, 2.63482, -3.49149], [1.68194, 0.67884, -3.39107], [-0.07437, -0.04727, -2.02218], [2.35290, 0.17182, -3.97587], [-2.11426, 2.04049, -0.53249], [3.19414, 0.68908, 2.46848], [-2.80596, 1.41262, -0.19323], [0.06778, -2.87834, -2.61870], [2.80569, 1.29090, 0.16798], [0.10798, -1.98990, -2.23301], [-0.79801, -3.02047, 1.55308], [0.72878, 3.19949, 2.26556], [2.52446, -2.53952, -2.37637], [-2.51166, 2.00671, -3.86964], [-0.34148, -2.91151, 2.42251], [-1.84916, 1.29394, -3.73314], [1.44174, 2.55393, 2.43711], [2.30207, 2.96929, 2.40759], [-0.19234, 0.29427, 0.93591], [3.22925, -2.59847, -1.73434], [-0.31875, -0.31764, 2.36126], [2.80334, -1.84559, 1.09600], [-3.77528, 3.98619, 1.55532], [-4.09390, -1.47577, -0.12150], [2.38955, -2.44598, 2.42744], [2.88130, -0.18324, 2.75471], [1.19381, -2.05408, -0.23449], [1.36597, -3.70562, 0.10320], [2.44054, 0.50407, -0.28917], [2.04404, 0.08576, 0.53351], [-2.78888, -0.03788, 1.83613], [-1.35997, -2.20371, 1.48340], [-4.42424, 3.44404, 1.16040]],
  "nbo_charge": [-0.955, 0.488, 0.501, -0.972, 0.482, 0.495, -0.966, 0.481, 0.474, -0.827, 0.547, 0.525, -0.965, 0.483, -1.004, 0.514, 0.498, -1.012, 0.474, 0.457, -0.967, 0.442, 0.494, -0.965, 0.483, 0.491, -0.961, 0.472, 0.466, -0.908, 0.520, 0.474, -0.909, 0.493, 0.457, -0.990, 0.472, 0.516, -0.962, 0.507, 0.499, -1.044, 0.496, 0.492, -0.974, 0.545, 0.572, -0.937, 0.466, 0.485, 0.534, 0.520]
}

***

What should be chosen as the least stable of them? Choose b.